No. 1
# C6H14NO

The ion C6H14NO with charge -1 at a distorted geometry (ωB97M-V/def2-TZVPD, the OMol25 dataset).

```
! wB97M-V def2-TZVPD RIJCOSX def2/J DEFGRID3
* xyz -1 1
C 0.74717 1.87872 0.73822
O 1.71927 1.15019 1.90302
C -0.17514 1.26198 -0.48716
C -1.19320 0.26005 0.09541
C -0.65768 -0.95612 0.88205
C 0.43266 -1.70724 0.17325
C 0.11438 -2.18550 -1.23854
N -0.82858 2.23863 -1.20572
H 0.09898 1.61468 1.55812
H 0.67331 2.98881 0.79323
H 0.55369 0.64985 -1.05322
H -1.80008 0.84561 0.80574
H -1.88965 -0.01317 -0.69673
H -1.49687 -1.60220 1.14530
H -0.19908 -0.54389 1.78084
H 0.76012 -2.54998 0.78732
H 1.29660 -1.04268 0.13378
H 0.90586 -2.86792 -1.57018
H -0.84703 -2.69568 -1.35499
H 0.14823 -1.35861 -1.95527
H -0.11730 2.85471 -1.61006
H 1.75435 1.77975 0.37560
*
```

**E_LUMO**: 3.844 eV
**HOMO energy**: -0.0922 Eh
**Kohn-Sham gap**: 6.35 eV
**ΔE to the lowest compared entry with this formula, charge and spin**: 135.39 kcal per mole


No. 2
# C4H6N2OS

An isolated molecule of C4H6N2OS at a distorted geometry (ωB97M-V/def2-TZVPD, the OMol25 dataset).

```
! wB97M-V def2-TZVPD RIJCOSX def2/J DEFGRID3
* xyz 0 1
C -3.45902 0.18157 -0.28398
C -0.26788 0.43155 0.44367
C 1.98847 -0.84213 0.38542
C 2.53637 0.19926 -0.54687
H -4.20335 -0.54358 -0.66466
H -3.84070 1.12940 0.08462
H 0.52780 1.07907 0.82827
H 2.03313 -0.59101 1.45958
H 2.52000 -1.73940 0.12171
H 2.70775 -0.16481 -1.58163
N -2.25374 -0.17673 -0.28789
N -1.43936 0.82062 0.31720
O 2.81250 1.34194 -0.20119
S 0.33802 -1.12574 -0.07425
*
```

**E_LUMO**: 0.654 eV
**HOMO energy**: -0.3374 Eh
**Kohn-Sham gap**: 9.84 eV
**ΔE to the lowest compared entry with this formula, charge and spin**: 81.94 kcal per mole


No. 3
# C36H43F6NO7PS3SiTi

A structure of composition C36H43F6NO7PS3SiTi at a distorted geometry (ωB97M-V/def2-TZVPD, the OMol25 dataset).

```
! wB97M-V def2-TZVPD RIJCOSX def2/J DEFGRID3
* xyz 0 2
Ti 1.11453 0.15810 -0.08074
C 6.91370 2.63339 -1.10406
C 5.88694 2.97318 -0.23385
C 4.89127 2.05490 0.05484
C 4.91289 0.79104 -0.53051
C 5.95765 0.44314 -1.38373
C 6.95183 1.36838 -1.67236
P 3.62522 -0.38090 -0.03440
C 3.94066 -1.92090 -0.92736
C 3.89227 -1.90512 -2.32375
C 4.00830 -3.09193 -3.03150
C 4.15697 -4.29682 -2.35937
C 4.18782 -4.31705 -0.97271
C 4.07798 -3.13380 -0.25569
C 3.93964 -0.61990 1.73452
C 5.06945 -1.13329 2.31239
C 5.21491 -1.09723 3.71520
C 4.26668 -0.49424 4.49404
C 3.11314 0.09259 3.92215
C 2.15745 0.80909 4.68433
C 1.09461 1.40868 4.07252
C 0.90065 1.27582 2.67909
C 1.77523 0.56000 1.89009
C 2.92671 -0.00251 2.52128
H 7.68837 3.35354 -1.33440
H 5.85930 3.95594 0.21881
H 4.09875 2.31460 0.74496
H 5.99449 -0.54298 -1.82390
H 7.75773 1.09735 -2.34210
H 3.72843 -0.96936 -2.84342
H 3.96652 -3.07559 -4.11326
H 4.23719 -5.22140 -2.91667
H 4.29029 -5.25637 -0.44427
H 4.08554 -3.15594 0.82600
H 5.85646 -1.55365 1.69689
H 6.09790 -1.52645 4.17077
H 4.39859 -0.44038 5.56872
H 2.29767 0.88978 5.75611
H 0.38075 1.97796 4.65567
H 0.03101 1.75576 2.24037
F 2.39133 3.48345 -0.62202
C 1.92914 3.39703 -1.87978
F 2.96724 3.45307 -2.71322
F 1.14857 4.44588 -2.10438
S 1.00206 1.80732 -2.11052
O 0.18996 1.81901 -0.81070
O 0.21673 2.06500 -3.27720
N 1.87248 0.59879 -1.93486
S 0.50752 -1.93093 -2.00611
O 1.06903 -1.75580 -0.56283
O -0.65665 -1.02336 -2.08045
C -0.27623 -3.60856 -1.67592
F 0.65266 -4.56151 -1.61112
F -1.11130 -3.89944 -2.67387
F -0.96743 -3.61072 -0.53287
C -5.98887 -1.82777 0.21024
C -4.58303 -2.36995 -0.01631
C -3.96302 -2.84419 1.29111
C -4.59329 -3.48767 -1.04557
O -3.77608 -1.32227 -0.60384
Si -3.07205 0.00177 -0.00431
S -1.19564 -0.59977 0.95997
O -2.75316 1.09172 -1.12796
C -3.51153 1.53947 -2.28231
C -3.00071 2.93458 -2.59412
C -3.23230 0.57617 -3.42522
C -4.99655 1.57801 -1.93557
O -3.94226 0.53331 1.26846
C -3.83410 1.69652 2.11012
C -3.18221 1.24772 3.41259
C -3.01304 2.79352 1.44587
C -5.25843 2.17092 2.35724
H -6.62730 -2.60620 0.63135
H -6.42311 -1.50230 -0.73685
H -5.96157 -0.98250 0.89796
H -4.55286 -3.66427 1.70337
H -3.94016 -2.03505 2.02377
H -2.94623 -3.20032 1.12154
H -5.21994 -4.31253 -0.70192
H -3.58150 -3.85774 -1.21044
H -4.98882 -3.11819 -1.99273
H -1.92737 2.90517 -2.77329
H -3.21009 3.61263 -1.76420
H -3.49723 3.32000 -3.48660
H -2.17001 0.58292 -3.66595
H -3.80373 0.87238 -4.30772
H -3.52148 -0.43641 -3.14006
H -5.16842 2.21636 -1.06504
H -5.36941 0.57474 -1.72086
H -5.56757 1.98175 -2.77267
H -2.17432 0.86955 3.22129
H -3.76784 0.44959 3.87065
H -3.11336 2.08035 4.11513
H -1.99277 2.46141 1.23582
H -2.96410 3.65791 2.11021
H -3.45769 3.10166 0.50000
H -5.85507 1.35760 2.77217
H -5.71384 2.49635 1.42068
H -5.26847 3.00635 3.05917
*
```

**E_LUMO (alpha / beta)**: -0.562 / -2.619 eV
**HOMO energy (alpha / beta)**: -0.3131 / -0.3122 Eh
**Kohn-Sham gap (alpha / beta)**: 7.96 / 5.88 eV
**ΔE to the lowest compared entry with this formula, charge and spin**: 23.40 kcal per mole


No. 4
# C4H9N4

The ion C4H9N4 with charge +1 at a distorted geometry (ωB97M-V/def2-TZVPD, the OMol25 dataset).

```
! wB97M-V def2-TZVPD RIJCOSX def2/J DEFGRID3
* xyz 1 1
C 0.16594 -0.38534 -0.99136
C -0.79226 -0.16683 0.03792
C -1.69994 0.72303 0.67689
C 1.95845 0.48987 0.40773
N 2.52834 -0.65601 -1.52310
N -0.40215 -1.37561 -0.07754
N 1.70309 -0.14611 -0.84628
N -0.64852 -2.66273 -0.17442
H 0.00408 -0.35631 -2.03947
H -1.28556 1.64754 1.04531
H -2.31245 1.14468 -0.20412
H -2.32079 0.30664 1.46625
H 1.07425 1.07936 0.56647
H 2.19063 -0.27529 1.12039
H 2.70479 1.19217 0.21683
H 0.23025 -3.12995 0.17541
H -1.42922 -3.01097 0.49340
*
```

**E_LUMO**: -4.912 eV
**HOMO energy**: -0.4435 Eh
**Kohn-Sham gap**: 7.16 eV
**ΔE to the lowest compared entry with this formula, charge and spin**: 163.82 kcal per mole